# 1
{
  "formula": "C4H31N2O11",
  "method": "ωB97M-V/def2-TZVPD",
  "homo_lumo_gap_ev": 9.076,
  "total_charge": -1,
  "energy_ev": -30155.5966,
  "fmax_ha_per_bohr": 0.056,
  "elements": ["C", "N", "C", "O", "C", "N", "C", "H", "H", "H", "H", "H", "H", "H", "H", "H", "H", "H", "H", "H", "O", "H", "H", "O", "H", "H", "O", "H", "H", "O", "H", "H", "O", "H", "H", "O", "H", "H", "O", "H", "H", "O", "H", "H", "O", "H", "H", "O"],
  "xyz": [[-0.99136, -2.05175, 1.07790], [0.29345, -1.83712, 0.34134], [0.61998, -0.39868, 0.11107], [0.85310, 0.38383, 1.21975], [-2.21936, -1.48605, 0.44747], [-2.59228, -2.14163, -0.83709], [-3.19992, -1.23798, -1.82627], [-1.19589, -3.11146, 1.21799], [-0.88461, -1.62442, 2.08993], [1.06621, -2.24236, 0.85741], [1.49927, -0.30381, -0.53538], [-0.20857, 0.01388, -0.51318], [-3.11714, -1.58639, 1.05929], [-2.29796, -0.38935, 0.24618], [-1.75700, -2.45484, -1.31296], [-3.11421, -0.17446, -1.56875], [-2.73814, -1.42906, -2.79598], [-4.28821, -1.47157, -1.91381], [2.31979, 0.41801, 1.22647], [3.73509, -0.24169, 1.21266], [3.34272, 0.63741, 1.12077], [1.20373, -1.40270, 3.74136], [1.06622, -0.14748, 2.71967], [1.00039, -0.46553, 3.68640], [-0.12320, 3.09280, 1.40636], [-0.54551, 1.60089, 1.61969], [-0.82733, 2.46071, 1.23800], [-0.25904, 2.33802, -2.17060], [-0.40270, 1.78834, -0.85356], [-0.77782, 1.63691, -1.74143], [-1.20419, 0.17232, 2.62462], [-0.44648, 0.48512, 3.91198], [-1.37241, 0.38593, 3.54600], [3.72247, 0.46824, -0.52486], [3.29614, -0.16459, -1.80509], [4.01725, 0.39029, -1.47215], [1.92744, 1.29974, -3.65860], [3.22777, 1.73298, -2.94114], [2.42284, 2.07098, -3.35541], [-2.62839, 3.17235, 1.57038], [-2.65673, 2.11836, 2.66895], [-3.00019, 2.98848, 2.43106], [0.68578, -1.00805, -2.87544], [0.25350, 0.46520, -3.16700], [0.90168, -0.20049, -3.42853], [0.91540, -2.91457, -2.23044], [-0.04410, -2.16360, -1.39003], [0.11993, -2.38105, -2.35945]]
}

# 2
{
  "formula": "C4H31N2O13",
  "method": "ωB97M-V/def2-TZVPD",
  "homo_lumo_gap_ev": 9.342,
  "total_charge": -1,
  "energy_ev": -34251.9816,
  "fmax_ha_per_bohr": 0.035,
  "elements": ["O", "C", "N", "C", "C", "N", "C", "O", "H", "H", "H", "H", "H", "H", "H", "H", "H", "H", "H", "O", "H", "H", "O", "H", "H", "O", "H", "H", "O", "H", "H", "O", "H", "H", "O", "H", "H", "O", "H", "H", "O", "H", "H", "O", "H", "H", "O", "H", "H", "O"],
  "xyz": [[3.44542, 0.53299, -0.88203], [2.25459, 0.73207, -0.63239], [1.80637, 0.77675, 0.63217], [1.16668, 0.69931, -1.74840], [1.91933, 0.58646, -3.08779], [0.48204, -0.59491, -1.49714], [-0.63929, -0.91306, -2.33032], [-1.87721, -0.40215, -1.81312], [2.43218, 0.60568, 1.39116], [0.91866, 1.28518, 0.79118], [0.55850, 1.59317, -1.60153], [2.14366, 1.51037, -3.64791], [2.86002, 0.11137, -2.87983], [1.33029, 0.10989, -3.87379], [0.12549, -0.54677, -0.54567], [-0.49757, -0.54009, -3.34637], [-0.72413, -2.00417, -2.37286], [-1.75905, 0.56044, -1.84265], [-2.49524, -0.69370, 0.68879], [-3.18173, -0.25934, 1.20124], [-2.23528, 4.18704, 0.12996], [-1.76849, 4.87668, -1.13431], [-2.38218, 4.97900, -0.41107], [4.18171, -1.03467, 1.84110], [3.35879, -1.56085, 3.06453], [4.24431, -1.38245, 2.73495], [2.42240, -2.18691, 0.62029], [2.50961, -3.21008, -0.63243], [2.15654, -3.02366, 0.24851], [-3.02167, 0.68011, 0.89440], [-3.03672, 2.88313, 0.86973], [-2.52244, 2.20025, 0.49575], [0.36888, -0.40656, 4.08138], [0.00234, -1.66532, 3.16588], [0.68977, -1.01285, 3.41789], [-2.70519, -3.47776, 2.21138], [-3.33333, -3.73573, 0.88908], [-3.50416, -3.85314, 1.82433], [-2.44370, -0.95402, 2.48769], [-1.97225, -1.37918, 3.99414], [-1.77383, -1.41026, 3.05904], [-2.02355, 2.38545, -1.04551], [-2.52703, 2.41782, -2.46370], [-1.68938, 2.35107, -1.99603], [-1.38716, 2.04101, 1.17783], [-0.38169, 1.93608, 2.60654], [-0.39554, 2.19759, 1.68494], [2.32520, -1.61509, -1.93440], [3.73433, -2.03521, -2.14717], [2.84069, -2.34098, -2.33744]]
}

# 3
{
  "formula": "C4H32BO24",
  "method": "ωB97M-V/def2-TZVPD",
  "homo_lumo_gap_ev": 9.424,
  "total_charge": -1,
  "energy_ev": -54491.5721,
  "fmax_ha_per_bohr": 0.132,
  "elements": ["O", "C", "O", "B", "O", "C", "O", "O", "C", "O", "C", "O", "O", "O", "H", "H", "O", "H", "H", "O", "H", "H", "O", "H", "H", "O", "H", "H", "O", "H", "H", "O", "H", "H", "O", "H", "H", "O", "H", "H", "O", "H", "H", "O", "H", "H", "O", "H", "H", "O", "H", "H", "O", "H", "H", "O", "H", "H", "O", "H", "H"],
  "xyz": [[7.58435, 12.53192, -23.99086], [7.26855, 13.46021, -24.66870], [6.15919, 13.99139, -24.58342], [6.24988, 15.18535, -25.43580], [7.69900, 15.30899, -25.77223], [8.21048, 14.26336, -25.36532], [9.42144, 14.09713, -25.44540], [5.71548, 16.38608, -24.74810], [4.64428, 16.64890, -25.28361], [3.89171, 17.52789, -24.91957], [4.41551, 15.84034, -26.44191], [5.35469, 15.06515, -26.58662], [3.29380, 15.79454, -26.93602], [4.04309, 15.06136, -22.61537], [3.99162, 14.72809, -23.49087], [3.76604, 14.27202, -22.15511], [7.35281, 9.96174, -23.87192], [7.46126, 10.92667, -23.96195], [7.70951, 9.82429, -23.00046], [5.59805, 19.17012, -22.94107], [5.48452, 18.46485, -22.30691], [4.79470, 19.08408, -23.47677], [3.43393, 13.56661, -24.62705], [2.58357, 13.16897, -24.90654], [4.09724, 12.85943, -24.69069], [10.24580, 13.16969, -21.84354], [9.66868, 13.83621, -22.36648], [10.77518, 13.67804, -21.14643], [11.84892, 13.94195, -24.50411], [10.93416, 13.85416, -24.76577], [12.28548, 14.10779, -25.34165], [7.98220, 18.30583, -24.00913], [7.12192, 18.52314, -23.75276], [7.98859, 17.35537, -24.13914], [9.61917, 11.06869, -26.43500], [10.08516, 10.96938, -25.60058], [9.33172, 11.95650, -26.32191], [6.36253, 12.62120, -21.67526], [7.11779, 12.36829, -21.14779], [6.70295, 12.72931, -22.57512], [2.81764, 19.65734, -23.50691], [3.07215, 19.09834, -24.28863], [1.93416, 19.41609, -23.28063], [4.95669, 11.05223, -24.37980], [4.25575, 10.58459, -23.92359], [5.66161, 10.47831, -24.21673], [7.32792, 12.68650, -27.64693], [6.41020, 12.42196, -27.57769], [7.53185, 12.51455, -28.53956], [2.28706, 13.06132, -27.59899], [1.53772, 13.12511, -26.98689], [2.66403, 13.93334, -27.43646], [0.90913, 15.66569, -25.75029], [0.25212, 15.24717, -26.32872], [1.71842, 15.70335, -26.23816], [3.75090, 17.75040, -21.46202], [3.77371, 17.04428, -22.13022], [3.39496, 18.55769, -21.90267], [6.29987, 16.39000, -21.77424], [7.03541, 16.62258, -22.30992], [5.67870, 15.82473, -22.21588]]
}

# 4
{
  "formula": "C4H32CdF12N2O24S4",
  "method": "ωB97M-V/def2-TZVPD",
  "homo_lumo_gap_ev": 2.826,
  "energy_ev": -137289.2789,
  "fmax_ha_per_bohr": 0.108,
  "elements": ["Cd", "C", "F", "F", "F", "S", "O", "O", "N", "S", "O", "O", "C", "F", "F", "F", "C", "F", "F", "F", "S", "O", "O", "N", "S", "O", "O", "C", "F", "F", "F", "O", "H", "H", "O", "H", "H", "O", "H", "H", "O", "H", "H", "O", "H", "H", "O", "H", "H", "O", "H", "H", "O", "H", "H", "O", "H", "H", "O", "H", "H", "O", "H", "H", "O", "H", "H", "O", "H", "H", "O", "H", "H", "O", "H", "H", "O", "H", "H"],
  "xyz": [[1.33404, -1.94627, 1.11218], [-0.35808, 3.79114, 0.35058], [0.44693, 3.41038, 1.43748], [-1.17066, 4.85209, 0.59575], [0.41096, 4.22272, -0.62334], [-1.32545, 2.25645, -0.22678], [-1.83936, 1.49558, 0.90325], [-2.37109, 2.73165, -1.09798], [-0.13899, 1.19306, -0.92511], [0.10353, 1.61639, -2.41210], [-0.03381, 2.97781, -2.88515], [1.36818, 1.04781, -2.83323], [-1.27943, 0.46449, -3.32162], [-0.97384, 0.37200, -4.58367], [-1.31073, -0.79334, -2.85309], [-2.50325, 0.97727, -3.16735], [1.08058, -7.47502, -0.62954], [0.76633, -7.93120, 0.64174], [1.34136, -8.42852, -1.54731], [0.12697, -6.71918, -1.09136], [2.72189, -6.44401, -0.43081], [3.92827, -7.29103, -0.72621], [2.60852, -5.32215, -1.32635], [2.59709, -5.62253, 1.19739], [3.49588, -6.56239, 2.02008], [3.30222, -7.95960, 1.83025], [4.91351, -6.19525, 1.79040], [2.96755, -6.32839, 3.81418], [3.78113, -7.02060, 4.59545], [2.99160, -5.05194, 4.20133], [1.75354, -6.90033, 3.99437], [-7.51315, 2.26843, -2.55335], [-6.88602, 1.66957, -2.14801], [-6.97052, 2.90970, -3.01220], [-6.25079, -1.84464, -0.99693], [-6.12739, -2.05103, -1.92343], [-7.06660, -2.28544, -0.75946], [-2.08690, -3.13484, 1.34646], [-2.88742, -2.83909, 0.91295], [-2.37889, -3.81918, 1.94867], [8.00083, 2.20417, -3.46512], [7.55497, 1.42719, -3.80235], [8.74547, 1.85880, -2.97270], [-6.72195, 7.54652, 1.98794], [-7.11486, 7.60339, 1.11695], [-5.78922, 7.70372, 1.84118], [-3.66254, 5.30009, 6.59391], [-3.16907, 6.12016, 6.57949], [-4.19338, 5.35338, 7.38865], [1.35906, -0.52649, 4.49666], [0.55631, -0.41387, 5.00572], [2.06500, -0.37629, 5.12539], [-1.83019, 10.88882, 0.11224], [-1.39420, 10.92034, 0.96380], [-2.46090, 11.60836, 0.13877], [4.85858, 7.32988, 4.20264], [4.87832, 8.04960, 4.83339], [4.46165, 7.70889, 3.41840], [-4.87539, -4.61496, -9.38171], [-5.07954, -3.96916, -10.05809], [-4.27652, -4.16066, -8.78909], [4.98126, -0.50175, 0.52811], [5.74598, -0.70166, -0.01177], [5.10824, 0.40823, 0.79652], [-5.72290, -2.25098, 4.13707], [-5.28006, -2.98366, 4.56521], [-5.01971, -1.76256, 3.70904], [-0.87871, -2.05819, -11.28995], [-0.44461, -1.26141, -10.98511], [-0.16171, -2.64800, -11.52292], [5.87212, 2.14669, 4.92553], [5.95105, 3.08318, 4.74387], [6.67744, 1.92412, 5.39259], [6.41285, -0.39350, -7.49413], [6.44054, -1.12298, -8.11325], [5.52564, -0.41656, -7.13558], [-2.41181, 0.53778, 7.22296], [-2.99259, 1.00637, 6.62350], [-2.28309, 1.14222, 7.95393]]
}

- What is the formula in the first record?
  C4H31N2O11